Entry 1:
Here is an isolated ion of composition C6H10N and charge +1 from the Open Molecules 2025 dataset. Energies are from ωB97M-V/def2-TZVPD.

Last column: Mulliken charge in e.
Element x y z (Å)
C 1.60 -1.88 2.16  -1.57
C 0.98 -1.05 1.26  0.66
C 0.36 -0.49 0.38  -0.12
N -0.43 0.60 -0.65  0.43
C 0.58 1.48 -1.14  -0.96
C -1.47 -0.02 -1.37  -0.38
C -1.78 0.99 -0.35  -0.31
H 1.56 -1.55 3.17  0.35
H 1.10 -2.89 2.29  0.32
H 2.59 -2.22 2.06  0.36
H 0.19 2.36 -1.51  0.41
H 1.36 1.82 -0.49  0.34
H 0.89 0.96 -2.03  0.41
H -1.73 -1.13 -1.32  0.27
H -1.50 0.35 -2.44  0.28
H -2.01 2.01 -0.69  0.26
H -2.29 0.67 0.66  0.25

The calculation puts the total energy at -7861.928 eV. As for the frontier orbital gap: 10.688 eV. The charge is +1. As for the SMILES: CC#C[N+]1(C)CC1. For the energy above the lowest of the compared OMol25 structures with the same formula, charge and spin, the calculation gives 101.9 kcal per mole.


Entry 2:
Here is a 2-piece molecular cluster, C4H6N2 overall from the Open Molecules 2025 dataset. Energies are from ωB97M-V/def2-TZVPD.

Last column: Mulliken charge in e.
Element x y z (Å)
C -2.10 -0.36 0.25  -0.44
N -0.26 0.14 -0.62  -0.29
C 0.70 -0.86 -0.47  -0.32
C 1.71 -0.30 0.23  -0.29
N 1.44 1.04 0.51  -0.51
C 0.28 1.27 -0.03  -0.09
H -0.95 0.16 -1.37  0.46
H -1.65 -1.17 0.86  0.15
H -2.08 0.51 0.94  0.15
H 0.53 -1.86 -0.85  0.41
H 2.63 -0.76 0.57  0.38
H -0.25 2.21 -0.01  0.40

The calculation puts the total energy at -7220.961 eV. As for the frontier orbital gap: 9.039 eV. The charge is 0. For the energy above the lowest of the compared OMol25 structures with the same formula, charge and spin, the calculation gives 106.8 kcal per mole.


Entry 3:
Here is a 8-piece molecular cluster, C14H23Cl15O3 overall from the Open Molecules 2025 dataset. Energies are from ωB97M-V/def2-TZVPD.

Last column: Mulliken charge in e.
Element x y z (Å)
Cl -1.16 3.82 1.04  -0.14
C -1.56 3.89 -0.63  0.92
Cl -0.91 5.40 -1.26  -0.15
Cl -3.30 3.75 -0.83  -0.12
H -0.95 3.10 -1.13  -0.60
Cl -0.76 4.37 6.44  -0.11
C 0.96 3.96 6.75  0.01
Cl 1.49 5.13 7.94  -0.12
Cl 1.78 4.05 5.20  -0.08
H 0.96 2.96 7.14  0.30
Cl 0.56 1.76 -2.64  -0.11
C -0.54 0.57 -3.12  1.54
Cl 0.07 -0.15 -4.70  -0.18
Cl -2.23 1.22 -3.41  -0.14
H -0.59 -0.32 -2.49  -1.11
Cl -4.00 3.88 3.94  -0.10
C -4.97 3.11 2.72  0.41
Cl -6.05 4.34 1.99  -0.14
Cl -5.78 1.74 3.36  -0.13
H -4.24 2.73 1.95  -0.05
Cl 3.73 3.95 0.62  -0.11
C 4.55 2.48 0.96  -0.04
Cl 4.35 1.26 -0.28  -0.09
Cl 4.03 1.92 2.57  -0.12
H 5.63 2.74 0.90  0.36
C 1.37 -3.67 -4.15  -0.57
C 2.37 -4.12 -3.11  0.90
C 3.31 -3.02 -2.62  -0.83
O 2.40 -5.24 -2.71  -0.57
H 0.69 -2.87 -3.86  -0.32
H 0.73 -4.45 -4.52  0.32
H 1.86 -3.25 -5.09  0.35
H 2.67 -2.32 -2.14  -0.02
H 3.73 -2.56 -3.49  0.42
H 3.95 -3.42 -1.85  0.31
C -1.87 -3.13 -2.10  -1.13
C -0.71 -2.95 -1.21  1.04
C -0.47 -3.80 -0.03  -1.49
O 0.09 -2.07 -1.44  -0.49
H -2.60 -2.29 -1.91  0.27
H -2.45 -4.11 -2.00  0.38
H -1.52 -2.98 -3.15  0.23
H 0.09 -3.19 0.73  0.27
H 0.25 -4.49 -0.37  0.46
H -1.21 -4.40 0.45  0.38
C 0.78 0.05 0.60  -0.38
C -0.67 -0.27 0.71  0.87
C -1.30 -0.76 2.02  -1.27
O -1.40 0.00 -0.24  -0.43
H 1.13 -0.75 -0.02  -0.04
H 1.31 0.14 1.58  0.35
H 0.80 0.97 0.05  0.10
H -2.10 -0.09 2.35  0.30
H -0.54 -0.90 2.77  0.35
H -1.76 -1.74 1.72  0.31

The calculation puts the total energy at -208868.586 eV. As for the frontier orbital gap: 9.920 eV. The charge is 0. As for the SMILES: ClC(Cl)Cl.ClC(Cl)Cl.ClC(Cl)Cl.ClC(Cl)Cl.ClC(Cl)Cl.CC(C)=O.CC(C)=O.CC(C)=O.


Entry 4:
Here is a 14-piece molecular cluster, C29H84FO15P overall from the Open Molecules 2025 dataset. Energies are from ωB97M-V/def2-TZVPD.

Last column: Mulliken charge in e.
Element x y z (Å)
C 1.71 -3.07 -1.29  -0.75
C 1.24 -1.61 -1.25  0.04
C 0.63 -1.21 -2.60  1.09
C 0.45 0.29 -2.84  -1.38
C -0.84 0.86 -2.22  -0.05
C -2.07 0.32 -2.95  0.74
C -3.42 0.37 -2.21  -1.02
C -3.34 0.14 -0.70  -1.37
C -2.59 -1.13 -0.29  1.55
C -3.38 -2.45 -0.10  -0.39
O -2.55 -3.57 -0.51  -0.38
C -2.49 -3.89 -1.81  0.50
O -2.63 -3.09 -2.69  -0.37
C -2.17 -5.34 -2.05  -1.22
C -2.58 -5.72 -3.47  -0.60
C -1.52 -5.36 -4.51  0.52
F -0.93 -6.51 -5.06  -0.43
P -5.09 -2.48 -0.88  0.27
C -5.48 -4.29 -0.74  -1.14
C -6.06 -1.80 0.54  -1.29
H 2.75 -3.16 -1.60  0.28
H 1.11 -3.61 -2.04  -0.33
H 1.54 -3.59 -0.34  0.43
H 2.06 -0.94 -0.99  0.48
H 0.47 -1.54 -0.47  -0.21
H 1.29 -1.62 -3.38  0.15
H -0.32 -1.76 -2.70  -0.83
H 0.50 0.49 -3.91  0.25
H 1.29 0.82 -2.36  0.54
H -0.82 0.59 -1.17  -0.35
H -0.80 1.95 -2.34  0.47
H -1.87 -0.69 -3.31  -1.00
H -2.18 0.92 -3.87  0.93
H -3.93 1.31 -2.43  0.50
H -4.04 -0.42 -2.64  0.17
H -4.34 0.19 -0.26  0.45
H -2.79 0.98 -0.26  0.41
H -1.80 -1.35 -1.01  -1.29
H -2.09 -0.93 0.66  0.12
H -3.51 -2.62 0.97  0.88
H -2.66 -5.94 -1.29  0.37
H -1.09 -5.42 -1.96  0.34
H -3.54 -5.28 -3.76  0.39
H -2.72 -6.81 -3.49  0.59
H -1.93 -4.76 -5.32  0.05
H -0.72 -4.77 -4.04  -0.26
H -6.35 -4.45 -0.11  0.42
H -5.62 -4.72 -1.73  0.25
H -4.65 -4.81 -0.25  0.28
H -6.90 -2.46 0.76  0.47
H -6.44 -0.81 0.29  0.32
H -5.46 -1.71 1.45  0.36
C 0.72 2.14 0.96  -0.71
O 0.33 0.77 0.91  -0.16
H 0.49 2.58 -0.01  0.28
H 0.16 2.68 1.73  0.23
H 1.78 2.24 1.16  0.28
H 0.53 0.39 1.77  0.13
C 1.55 5.01 3.66  -0.26
O 2.19 4.29 2.61  -0.45
H 0.90 4.31 4.18  0.23
H 2.28 5.41 4.36  0.12
H 0.94 5.83 3.25  0.16
H 2.77 4.90 2.14  0.24
C 0.19 -1.64 4.33  -0.37
O 0.88 -0.79 3.42  -0.43
H -0.67 -1.09 4.71  -0.05
H -0.16 -2.55 3.84  0.29
H 0.84 -1.91 5.17  0.30
H 1.64 -1.26 3.08  0.23
C -2.38 0.68 6.45  -0.20
O -2.93 -0.53 5.92  -0.52
H -1.30 0.57 6.46  -0.14
H -2.65 1.53 5.83  0.26
H -2.73 0.84 7.47  0.30
H -3.88 -0.43 5.91  0.29
C 1.70 1.06 7.19  -0.46
O 0.83 0.28 8.00  -0.50
H 1.13 1.36 6.31  0.12
H 2.04 1.96 7.71  0.30
H 2.57 0.49 6.86  0.27
H 1.32 0.00 8.78  0.27
C 4.16 5.84 6.94  -0.65
O 3.64 4.73 6.22  -0.41
H 3.32 6.37 7.39  0.26
H 4.83 5.51 7.74  0.32
H 4.70 6.53 6.29  0.21
H 4.38 4.27 5.83  0.22
C 6.46 9.58 6.10  -0.61
O 5.16 9.04 5.87  -0.41
H 7.03 8.82 6.63  0.21
H 6.97 9.81 5.16  0.29
H 6.42 10.48 6.72  0.27
H 4.64 9.71 5.41  0.29
C -1.70 -1.40 -6.09  -0.39
O -0.49 -0.64 -6.06  -0.46
H -2.49 -0.79 -5.67  0.25
H -1.96 -1.66 -7.12  0.33
H -1.59 -2.30 -5.49  0.00
H 0.21 -1.19 -6.42  0.27
C -0.32 -1.41 -9.81  -0.49
O -1.65 -1.94 -9.85  -0.51
H 0.31 -2.13 -9.29  0.16
H 0.07 -1.25 -10.82  0.30
H -0.31 -0.46 -9.27  0.25
H -2.20 -1.30 -10.31  0.29
C 3.32 -3.94 -4.38  -0.65
O 2.31 -3.38 -5.23  -0.44
H 3.90 -3.11 -3.97  0.23
H 2.87 -4.50 -3.56  0.22
H 3.98 -4.59 -4.95  0.36
H 1.80 -4.11 -5.59  0.27
C 6.71 2.37 4.03  -0.53
O 6.48 3.64 4.64  -0.44
H 5.97 1.68 4.43  0.18
H 6.58 2.43 2.94  0.27
H 7.71 1.99 4.25  0.27
H 7.13 4.26 4.30  0.27
C -3.54 -7.10 -7.33  -0.50
O -3.81 -7.89 -6.17  -0.54
H -4.25 -7.39 -8.10  0.28
H -3.66 -6.04 -7.12  0.19
H -2.52 -7.29 -7.69  0.25
H -3.17 -7.63 -5.50  0.30
C 1.49 9.10 3.32  -0.52
O 2.35 9.32 4.43  -0.48
H 0.89 10.00 3.20  0.26
H 2.05 8.92 2.40  0.27
H 0.82 8.25 3.50  0.20
H 2.88 8.53 4.55  0.28

The calculation puts the total energy at -74148.360 eV. As for the frontier orbital gap: 8.528 eV. The charge is 0.


Entry 5:
Here is one molecule with the formula C5H7F2NO2 from the Open Molecules 2025 dataset. Energies are from ωB97M-V/def2-TZVPD.

Last column: Mulliken charge in e.
Element x y z (Å)
C -2.73 0.01 -0.26  0.24
C 0.94 0.16 -0.34  -0.43
C 2.10 0.80 0.33  -0.12
C 1.95 -0.79 0.31  -0.01
C -1.36 -0.58 -0.06  -0.24
N -0.28 0.37 0.30  -0.41
O -3.67 -0.71 -0.29  -0.29
O -2.80 1.36 -0.39  -0.52
F 3.06 1.31 -0.49  -0.29
F 2.78 -1.44 -0.56  -0.29
H 0.95 0.15 -1.42  0.44
H 1.85 1.25 1.24  0.39
H 1.71 -1.29 1.24  0.35
H -1.08 -1.09 -1.01  0.27
H -1.36 -1.35 0.69  0.32
H -0.22 0.17 1.31  0.24
H -1.84 1.69 -0.60  0.36

The calculation puts the total energy at -16311.108 eV. As for the frontier orbital gap (alpha / beta): 5.668 / 6.574 eV. The multiplicity is 3. The expectation value of S² is 2.01. The charge is 0. For the energy above the lowest of the compared OMol25 structures with the same formula, charge and spin, the calculation gives 64.3 kcal per mole.


Entry 6:
Here is C33H30BrIIrN8SSb as an isolated structure from the Open Molecules 2025 dataset. Energies are from ωB97M-V/def2-TZVPD.

Last column: Mulliken charge in e.
Element x y z (Å)
Ir -0.24 0.11 0.52  -0.65
C -1.11 -3.34 -0.55  -1.53
C -0.86 -3.06 0.92  1.39
C -0.94 -4.23 1.68  -0.95
C -0.80 -4.23 3.04  -0.96
C -0.62 -2.99 3.64  -0.68
C -0.55 -1.85 2.86  -0.34
N -0.64 -1.85 1.50  0.85
Sb -0.35 -0.11 4.05  1.09
C 1.39 0.54 3.06  -0.18
C 2.41 0.87 3.93  -0.72
C 3.62 1.32 3.44  -1.07
C 3.74 1.39 2.07  -0.99
C 2.69 1.04 1.22  1.46
C 3.02 1.22 -0.22  -1.35
N 1.50 0.59 1.71  1.58
C -1.77 0.99 2.88  -0.24
C -2.73 1.61 3.65  -0.55
C -3.68 2.43 3.07  -1.07
C -3.62 2.60 1.71  -1.01
C -2.65 1.95 0.94  1.53
C -2.75 2.27 -0.53  -1.84
N -1.74 1.13 1.52  0.83
H -0.66 -4.30 -0.79  0.59
H -0.69 -2.62 -1.22  -0.01
H -2.18 -3.43 -0.72  0.35
H -1.13 -5.16 1.15  0.58
H -0.85 -5.14 3.62  0.48
H -0.53 -2.91 4.71  0.51
H 2.25 0.80 5.00  0.53
H 4.44 1.59 4.09  0.49
H 4.65 1.74 1.62  0.59
H 4.00 0.76 -0.40  0.62
H 3.13 2.28 -0.44  0.48
H 2.32 0.79 -0.91  -0.60
H -2.72 1.47 4.73  0.52
H -4.44 2.93 3.66  0.47
H -4.32 3.24 1.20  0.63
H -3.71 1.90 -0.91  0.52
H -1.97 1.88 -1.16  0.09
H -2.77 3.36 -0.64  0.62
I 0.25 3.70 2.07  0.29
C 0.27 3.19 0.05  -0.37
C 0.40 4.31 -0.78  -0.90
C 0.50 4.16 -2.15  -0.90
C 0.52 2.87 -2.66  -1.24
C 0.39 1.82 -1.79  0.88
N 0.22 1.94 -0.46  1.64
H 0.42 5.29 -0.33  0.60
H 0.60 5.03 -2.79  0.53
H 0.65 2.68 -3.72  0.59
H 0.47 0.82 -2.17  -0.74
N -1.84 -1.60 -5.37  -0.43
C -2.21 -1.43 -4.30  -0.41
C -2.58 -1.21 -2.93  -0.20
C -3.85 -1.48 -2.43  -0.52
C -4.06 -1.26 -1.08  -1.51
C -3.03 -0.78 -0.29  -0.06
N -1.81 -0.49 -0.77  1.25
C -1.60 -0.74 -2.07  0.30
H -4.63 -1.85 -3.08  0.61
H -5.02 -1.47 -0.62  0.58
H -3.19 -0.62 0.76  0.59
H -0.60 -0.59 -2.46  0.19
Br 3.06 -2.38 1.57  -0.21
S 1.43 -1.62 -0.50  -0.72
C 2.51 -1.43 -1.83  0.33
N 3.55 -2.31 -1.87  0.16
C 4.43 -2.33 -2.89  -0.01
C 4.27 -1.44 -3.92  -0.95
C 3.20 -0.55 -3.81  0.03
N 2.35 -0.53 -2.79  -0.06
H 3.65 -2.94 -1.08  0.19
H 5.21 -3.07 -2.83  0.50
H 4.95 -1.43 -4.76  0.45
H 3.03 0.19 -4.59  0.51

The calculation puts the total energy at -144959.798 eV. As for the frontier orbital gap (alpha / beta): 7.883 / 7.343 eV. The multiplicity is 2. The expectation value of S² is 0.75. The charge is +3. For the energy above the lowest of the compared OMol25 structures with the same formula, charge and spin, the calculation gives 0.0 kcal per mole.


Entry 7:
Here is C3H7N3O as an isolated structure from the Open Molecules 2025 dataset. Energies are from ωB97M-V/def2-TZVPD.

Last column: Mulliken charge in e.
Element x y z (Å)
C 2.20 0.83 0.10  -0.82
N 1.47 -0.39 0.31  -0.43
C 0.25 -0.68 -0.02  0.49
O 0.12 -1.98 0.06  -0.66
N -0.78 0.17 -0.33  -0.24
C -2.11 -0.19 -0.55  0.03
N -2.98 0.71 -0.76  -0.63
H 1.81 1.66 0.70  0.27
H 2.21 1.10 -0.97  0.31
H 3.23 0.62 0.41  0.27
H 1.27 -1.77 0.44  0.55
H -0.59 1.17 -0.28  0.25
H -2.27 -1.27 -0.50  0.33
H -3.89 0.28 -0.90  0.27

The calculation puts the total energy at -9740.863 eV. As for the frontier orbital gap: 10.064 eV. The charge is 0. For the energy above the lowest of the compared OMol25 structures with the same formula, charge and spin, the calculation gives 50.0 kcal per mole.


Entry 8:
Here is CH2Br3Ca2F2O3P as an isolated structure from the Open Molecules 2025 dataset. Energies are from ωB97M-V/def2-TZVPD.

Last column: Mulliken charge in e.
Element x y z (Å)
Ca 30.95 21.88 -13.68  1.69
Ca 29.15 18.95 -13.02  1.71
O 30.72 19.76 -14.42  -0.86
H 31.04 19.23 -15.17  0.21
O 29.08 22.09 -15.08  -0.71
P 27.86 21.21 -15.33  1.05
O 27.66 20.04 -14.44  -0.72
F 28.16 20.52 -16.83  -0.22
F 26.46 22.09 -15.49  -0.19
C 27.41 18.49 -19.75  0.18
Br 26.24 16.91 -19.41  0.01
Br 26.59 19.71 -21.12  0.02
Br 29.24 17.93 -20.33  -0.03
H 27.62 19.04 -18.83  -0.14

The calculation puts the total energy at -268930.536 eV. As for the frontier orbital gap: 3.614 eV. The charge is +2. For the energy above the lowest of the compared OMol25 structures with the same formula, charge and spin, the calculation gives 29.7 kcal per mole.